C42H98N4O9 | ωB97M-V/def2-TZVPD

Values from the calculation:
HOMO-LUMO gap: 7.95 eV
SMILES: CC1(C)CCCC(C)(C)N1O.CC1(C)CCCC(C)(C)N1O.CC1(C)CCCC(C)(C)N1O.CC1(C)CCCC(C)(C)N1O.CC(C)O.CC(C)O.O.O.O
ΔE to the lowest compared entry with this formula, charge and spin: 0.560 eV

XYZ file:
```
153
Properties=species:S:1:pos:R:3:forces:R:3:mulliken_charge:R:1
C -16.3248 23.3474 -13.8705 1.03 -0.19 -0.94 -2.22
C -17.2048 24.5937 -13.5238 0.99 -1.97 -1.17 1.90
C -18.3867 24.4649 -14.5559 -0.59 1.48 1.75 -0.27
C -19.5836 25.3780 -14.1581 -0.35 -1.41 0.78 -1.24
C -20.1282 24.9266 -12.7123 2.50 1.87 -1.64 -1.06
C -18.8823 25.1051 -11.7100 -1.00 -0.55 -0.07 1.66
N -17.6625 24.3324 -12.1595 -3.97 0.20 -1.56 0.47
O -16.7133 24.2566 -11.1897 0.95 0.15 0.27 -0.46
C -18.5700 26.5694 -11.4096 -0.09 0.88 -0.22 -1.79
C -19.3794 24.4478 -10.4429 0.54 -0.78 1.20 -1.87
C -16.3662 25.8634 -13.7631 -0.27 0.28 -0.44 -1.66
H -15.9233 23.3027 -14.8829 -0.36 1.07 -0.52 0.46
H -16.8353 22.3849 -13.9033 -0.41 0.06 0.98 0.29
H -15.3708 23.2626 -13.3502 -0.41 0.16 0.83 0.36
H -18.0584 24.7410 -15.5580 0.32 -0.28 0.07 0.59
H -18.7463 23.4372 -14.5053 0.10 -0.05 -0.29 -0.58
H -20.3440 25.3074 -14.9359 -0.27 -0.22 0.08 0.47
H -19.3300 26.4381 -14.1496 0.28 -0.01 0.24 0.43
H -20.5752 23.9327 -12.6928 0.40 -0.08 -0.06 0.20
H -20.8955 25.6549 -12.4494 -0.01 -0.08 0.39 0.50
H -18.3817 27.2340 -12.2528 0.41 -0.47 -0.46 0.28
H -19.3795 27.1337 -10.9467 -0.34 -0.53 0.47 0.46
H -17.7182 26.6409 -10.7332 0.06 -0.03 0.05 0.32
H -18.7026 24.5240 -9.5920 0.22 0.54 -0.02 0.39
H -20.3468 24.8151 -10.1005 -0.07 0.05 -0.28 0.39
H -19.4006 23.3645 -10.5624 -0.44 -0.09 -0.38 0.33
H -15.8127 26.2131 -12.8916 0.21 -0.17 0.03 0.26
H -16.9310 26.7259 -14.1172 -0.45 -0.02 0.26 0.26
H -15.6853 25.6810 -14.5945 0.32 -0.15 0.23 0.52
H -16.1789 25.0440 -11.3167 0.59 0.42 0.42 0.39
C -9.9526 25.8308 -15.1200 0.32 -0.74 0.50 -1.86
C -11.1232 25.3139 -14.2012 1.66 1.04 1.08 1.61
C -11.9019 24.1812 -14.8955 0.12 0.82 -0.05 -0.23
C -11.2812 22.7882 -14.8684 -1.04 0.10 0.03 1.42
C -10.8711 22.3353 -13.4882 2.12 1.21 1.31 -0.81
C -10.0853 23.4560 -12.6472 1.48 0.30 -1.38 1.45
N -10.6712 24.8191 -12.8655 -1.78 -2.88 -1.08 0.40
O -10.0631 25.7328 -12.0524 1.01 1.26 0.23 -0.55
C -10.1372 23.1504 -11.1627 -0.59 0.00 0.22 -2.00
C -8.5616 23.4524 -13.1199 -1.38 -0.15 -0.01 -1.70
C -11.9991 26.5446 -13.8775 -0.36 -0.85 -1.00 -2.42
H -10.2254 26.4423 -15.9801 -0.61 -0.42 -0.17 0.42
H -9.4128 24.9355 -15.4284 0.14 0.21 -0.49 0.36
H -9.2153 26.4702 -14.6345 -0.15 -0.15 0.67 0.36
H -12.9031 24.1920 -14.4647 -0.15 -0.20 -0.11 -0.47
H -11.9239 24.5145 -15.9330 -0.59 -0.11 -0.16 0.42
H -10.5266 22.7231 -15.6522 0.67 0.05 0.49 0.44
H -11.9967 22.0508 -15.2322 -0.36 0.13 -0.11 -1.08
H -10.1550 21.5245 -13.6222 0.10 -0.15 0.19 0.39
H -11.5969 21.9542 -12.7699 -0.75 0.17 -0.70 -0.46
H -9.8149 22.1437 -10.8964 0.22 -0.10 -0.35 0.36
H -9.5476 23.8577 -10.5795 -0.06 -0.03 -0.10 0.42
H -11.1814 23.2167 -10.8574 -0.11 0.15 0.24 0.48
H -8.1083 22.4870 -12.8952 0.06 -0.01 0.04 0.45
H -8.5828 23.5896 -14.2010 0.36 -0.05 0.02 0.40
H -7.9762 24.2485 -12.6599 -0.15 0.02 0.03 0.34
H -12.2165 27.0046 -14.8414 -0.20 0.31 0.09 0.44
H -11.4983 27.2766 -13.2438 0.00 -0.11 -0.15 0.59
H -12.9419 26.2065 -13.4476 -0.03 0.17 0.26 0.56
H -10.7978 26.2269 -11.6815 0.03 0.02 0.38 0.36
C -12.8199 21.5628 -18.3923 -0.48 0.15 -1.11 -1.71
C -12.4394 21.3599 -19.8889 0.25 -1.40 0.78 2.01
C -11.5578 20.0539 -19.8734 0.00 -0.51 -0.52 -0.53
C -11.4112 19.3517 -21.2356 -0.36 1.03 -0.01 -0.96
C -12.7538 19.1171 -21.8798 -1.05 1.18 0.35 -0.83
C -13.7183 20.3962 -21.9153 0.82 0.33 -2.17 0.69
N -13.6778 21.0854 -20.6362 0.05 -1.93 0.44 1.03
O -14.7077 22.0121 -20.4194 0.34 0.37 -0.53 -0.57
C -13.2413 21.2763 -23.1665 0.08 -0.64 1.01 -1.55
C -15.1284 19.8865 -22.3588 0.03 0.34 1.19 -1.76
C -11.6741 22.5505 -20.3556 0.26 2.04 -0.53 -1.95
H -13.4274 22.4665 -18.3433 0.18 0.14 0.44 0.69
H -11.9282 21.5982 -17.7666 -0.08 0.15 -0.05 0.55
H -13.4358 20.7158 -18.0901 0.02 0.03 0.13 -0.59
H -10.5307 20.2113 -19.5442 -0.02 0.76 0.26 0.42
H -11.9677 19.4018 -19.1022 -0.33 -0.25 -0.22 -0.05
H -10.8647 18.4086 -21.2393 0.13 0.00 0.49 0.41
H -10.8247 20.0310 -21.8542 0.12 0.04 -0.26 0.39
H -13.2696 18.3552 -21.2955 -0.19 -0.23 -0.13 0.32
H -12.6088 18.7903 -22.9095 -0.25 -0.19 0.02 0.42
H -13.2709 20.5706 -23.9967 0.01 0.39 -0.34 0.44
H -13.8641 22.1497 -23.3600 -0.25 -0.19 0.09 0.34
H -12.2227 21.6480 -23.0550 0.10 -0.15 0.05 0.32
H -15.5777 19.3446 -21.5265 0.01 -0.41 -0.02 0.30
H -15.8655 20.6546 -22.5928 0.38 0.46 0.06 0.36
H -15.0834 19.2627 -23.2515 0.35 -0.18 0.19 0.41
H -11.0812 22.4624 -21.2659 0.30 -0.52 0.19 0.30
H -11.1037 23.0239 -19.5564 0.62 -0.55 0.08 0.41
H -12.3032 23.4065 -20.5995 -0.78 -0.20 -0.09 0.47
H -15.1147 21.6816 -19.6152 -0.26 0.17 0.25 0.17
C -20.3630 21.0435 -13.3799 -0.28 0.20 0.83 -2.44
C -20.1066 19.5867 -13.7639 0.35 -1.07 -1.11 2.06
C -19.8673 19.5779 -15.3053 -0.23 0.05 -0.46 -0.41
C -19.2796 18.2966 -15.9355 1.33 0.48 1.29 -1.17
C -17.9264 18.0067 -15.1782 -1.91 -0.10 -0.03 -0.41
C -18.1152 17.9017 -13.6286 0.39 0.19 -0.02 1.75
N -18.8624 19.0951 -13.1502 1.16 1.41 -1.13 1.13
O -18.8970 19.2222 -11.7650 -0.82 -1.24 0.90 -0.56
C -18.8158 16.5660 -13.1758 0.20 0.16 -0.46 -1.80
C -16.6720 17.9156 -13.0459 -0.82 -0.66 1.26 -2.03
C -21.3377 18.7072 -13.5237 -0.47 0.30 0.47 -1.87
H -21.0727 21.5673 -14.0203 0.10 -0.30 -0.58 0.43
H -19.4460 21.6312 -13.3366 0.13 -0.12 -0.10 0.27
H -20.8503 21.1421 -12.4099 0.23 -0.27 0.34 0.54
H -20.8182 19.7701 -15.8022 -0.28 0.09 0.17 0.49
H -19.2810 20.4709 -15.5217 0.51 -0.15 -0.18 -0.67
H -19.0045 18.4233 -16.9826 -0.33 0.24 -0.10 0.44
H -20.0172 17.4953 -15.8924 0.18 -0.20 0.17 0.53
H -17.2675 18.8328 -15.4455 0.11 0.21 0.37 -0.65
H -17.4402 17.1151 -15.5740 -0.09 -0.28 0.27 0.70
H -19.5395 16.6686 -12.3672 0.07 0.54 -0.02 0.30
H -19.3549 16.1356 -14.0198 -0.01 -0.15 -0.03 0.34
H -18.1074 15.8263 -12.8027 0.21 -0.01 -0.26 0.47
H -16.0280 18.7874 -13.1614 -0.43 0.23 -0.43 0.17
H -16.8165 17.7687 -11.9755 0.23 0.22 0.27 0.56
H -16.1276 17.0159 -13.3325 -0.03 0.06 -0.48 0.38
H -22.1832 19.2654 -13.9257 -0.19 -0.27 -0.34 0.45
H -21.6216 18.5348 -12.4855 0.48 0.11 0.25 0.35
H -21.2495 17.7262 -13.9906 -0.05 0.13 -0.17 0.35
H -18.3712 19.9652 -11.4596 0.35 0.29 -0.64 0.32
O -12.0709 19.1524 -16.5336 0.36 0.68 -0.03 -0.65
H -12.7721 18.5099 -16.4256 -0.32 -0.27 0.48 0.11
H -11.3160 18.6381 -16.8196 0.29 0.09 -0.03 0.24
O -14.5417 20.7499 -15.3000 -0.30 0.40 0.15 0.53
H -13.6499 20.8600 -15.6296 0.48 -0.08 -0.22 -0.23
H -14.5991 19.8231 -15.0678 -0.08 -0.41 0.10 -0.04
O -14.1103 21.8022 -11.7698 -0.04 0.05 0.32 -0.66
H -13.3487 21.2305 -11.6731 0.18 -0.17 0.08 0.25
H -14.2552 21.8512 -12.7147 -0.12 -0.07 -0.37 0.38
C -14.9701 17.5030 -17.5858 0.06 -0.21 0.13 -0.19
C -14.0650 16.5704 -16.7416 -0.51 -1.21 -0.45 0.06
C -12.7696 16.0699 -17.4095 -0.75 0.60 -0.89 -1.05
O -13.7487 17.2039 -15.5099 -0.09 0.80 0.18 -0.40
H -16.0219 17.4339 -17.3082 0.13 0.13 0.67 -0.02
H -15.0542 17.2665 -18.6465 0.74 -0.25 -0.07 0.55
H -14.6489 18.5411 -17.5007 0.01 0.07 -0.03 -0.33
H -14.6412 15.6951 -16.4414 -0.29 -0.22 -0.42 0.43
H -12.9749 15.8992 -18.4663 0.05 0.03 -0.12 0.35
H -12.3760 15.1183 -17.0523 -0.02 0.25 0.52 0.39
H -12.0460 16.8836 -17.3592 0.28 -0.43 -0.08 0.11
H -13.0697 16.6669 -15.0949 0.07 0.01 0.29 0.26
C -18.0388 23.1319 -18.2277 0.74 -0.83 0.01 -1.78
C -17.2362 22.1136 -17.3504 0.16 0.53 -0.74 2.60
C -17.1866 20.7128 -17.9962 -0.35 0.71 0.82 -1.11
O -15.8779 22.5878 -17.2204 -0.91 0.49 -0.40 -0.35
H -18.2238 24.1147 -17.7943 0.24 -0.19 0.40 0.29
H -19.0074 22.6947 -18.4702 -0.03 -0.04 -0.06 0.42
H -17.4856 23.2999 -19.1517 -0.03 -0.05 -0.16 0.36
H -17.7765 22.0843 -16.4042 0.38 -0.17 0.44 -1.05
H -16.7690 20.8269 -18.9965 -0.38 -0.35 -0.17 0.65
H -18.1858 20.2804 -17.9444 -0.10 -0.02 -0.65 0.41
H -16.5674 20.0247 -17.4207 0.27 0.22 0.08 -0.11
H -15.4399 22.1421 -16.4916 -0.07 -0.48 0.20 -0.32
```
Positions in Å, forces in eV/Å.